Record 1
The following is a DFT calculation (wB97M-V/def2-TZVPD) of the ion C4H3INO2S2 with charge -1.

## Properties
LUMO   0.09009 hartree
Highest occupied orbital energy   -4.8 eV

Geometry as ORCA input:
```
! wB97M-V def2-TZVPD RIJCOSX def2/J DEFGRID3
* xyz -1 1
I 5.01090 0.27927 -0.00761
S 2.53001 0.13202 0.09171
S -2.87083 -1.73095 -0.16098
O -0.17422 -2.22929 0.14459
O 0.19038 2.28597 0.00302
N 0.46553 0.04458 0.27713
C -1.70183 -0.51295 -0.10998
C -1.69812 0.86568 -0.19695
C -0.33967 -0.93225 0.12426
C -0.32408 1.20678 0.02065
H -1.02974 -2.48060 -0.21039
H 2.36360 1.51561 0.49420
H -2.42192 1.55611 -0.46965
*
```

=====

Record 2
The following is a DFT calculation (wB97M-V/def2-TZVPD) of a structure of composition C4H3IrO2.

## Properties
LUMO (spin up / spin down)   -0.17053 / -0.26707 hartree
ΔE to the lowest compared entry with this formula, charge and spin   107.28 kJ/mol
Highest occupied orbital energy (spin up / spin down)   -12.5 / -14.1 eV

Geometry as ORCA input:
```
! wB97M-V def2-TZVPD RIJCOSX def2/J DEFGRID3
* xyz 1 6
Ir 2.26788 0.73780 0.28340
O 0.48152 1.49083 -0.13447
O 1.81200 -1.22079 -0.63719
C -0.45123 -1.16330 0.39062
C -0.94557 1.26483 -0.25762
C -1.31381 -0.01121 0.00525
C 0.72496 -1.30137 -0.16445
H 0.57100 2.37564 -0.52026
H -2.37699 -0.25325 -0.07764
H -0.76976 -1.91918 1.11235
*
```

=====

Record 3
The following is a DFT calculation (wB97M-V/def2-TZVPD) of a structure of composition C4H3Li2LuO2.

## Properties
LUMO (spin up / spin down)   -0.60551 / -0.60853 hartree
Highest occupied orbital energy (spin up / spin down)   -24.2 / -23.3 eV

Geometry as ORCA input:
```
! wB97M-V def2-TZVPD RIJCOSX def2/J DEFGRID3
* xyz 4 1
Lu -2.40921 1.31588 4.68291
O 1.62167 0.85143 -0.91831
O -1.35831 0.79827 2.65564
C -0.79529 0.37026 1.74897
C -0.47753 -1.83047 -1.02518
C -0.09493 -0.65691 -1.46292
C 0.31095 0.56071 -1.02267
Li 2.44355 -0.79226 -1.15643
Li 2.40877 2.45220 -0.92576
H -0.39308 1.39979 -1.11591
H -0.70942 -1.73112 0.17012
H -0.54717 -2.73776 -1.63046
*
```

=====

Record 4
The following is a DFT calculation (wB97M-V/def2-TZVPD) of a structure of composition C4H3LiMgO2Tl.

## Properties
LUMO   -0.19226 hartree
ΔE to the lowest compared entry with this formula, charge and spin   0.00 kJ/mol
Highest occupied orbital energy   -9.7 eV

Geometry as ORCA input:
```
! wB97M-V def2-TZVPD RIJCOSX def2/J DEFGRID3
* xyz 1 1
Tl -4.48881 1.37558 -0.18067
Mg 3.14653 -0.71828 1.31749
O -2.75087 -0.03996 0.52231
O 3.24240 0.11141 -0.39811
C 1.94296 0.40671 -0.59420
C 0.95904 -0.25562 0.07548
C -0.43953 0.18611 -0.06541
C -1.49417 -0.37889 0.59695
Li 0.04600 -1.87761 -0.78345
H 1.77745 1.43134 -0.98047
H -0.68158 1.00337 -0.76612
H -1.25943 -1.24416 1.25620
*
```

=====

Record 5
The following is a DFT calculation (wB97M-V/def2-TZVPD) of a structure of composition C4H3LiOPr.

## Properties
LUMO (spin up / spin down)   -0.40897 / -0.38791 hartree
ΔE to the lowest compared entry with this formula, charge and spin   295.39 kJ/mol
Highest occupied orbital energy (spin up / spin down)   -15.7 / -17.0 eV

Geometry as ORCA input:
```
! wB97M-V def2-TZVPD RIJCOSX def2/J DEFGRID3
* xyz 2 4
Pr 0.56551 0.76175 2.23182
O 0.71563 2.27488 0.35465
C 0.46476 0.77146 -1.50320
C 0.79289 1.92357 -0.84796
C -0.42097 -1.62920 1.73542
C -1.01371 -2.68220 1.52055
Li -0.95719 -0.67419 -0.77094
H 1.09925 0.37963 -2.30659
H 0.23942 2.51068 -1.75041
H -1.48559 -3.63638 1.33666
*
```

=====

Record 6
The following is a DFT calculation (wB97M-V/def2-TZVPD) of an isolated molecule of C4H3N.

## Properties
LUMO   0.04176 hartree
ΔE to the lowest compared entry with this formula, charge and spin   375.98 kJ/mol
Highest occupied orbital energy   -8.8 eV
SMILES   C#CN1C=C1

Geometry as ORCA input:
```
! wB97M-V def2-TZVPD RIJCOSX def2/J DEFGRID3
* xyz 0 1
N -0.10167 0.89191 0.26179
C 1.11228 0.33833 0.93963
C -0.82966 -0.37117 -1.81912
C -0.45678 0.27385 -0.88312
C -0.02135 -0.06084 1.39024
H -1.18723 -0.81753 -2.69896
H 2.16239 0.37920 0.81646
H -0.67798 -0.63376 1.99308
*
```

=====

Record 7
The following is a DFT calculation (wB97M-V/def2-TZVPD) of a cluster of 2 separate species, C4H3N in total.

## Properties
LUMO (spin up / spin down)   -0.11024 / -0.08552 hartree
ΔE to the lowest compared entry with this formula, charge and spin   623.31 kJ/mol
Highest occupied orbital energy (spin up / spin down)   -10.0 / -10.9 eV

Geometry as ORCA input:
```
! wB97M-V def2-TZVPD RIJCOSX def2/J DEFGRID3
* xyz 0 1
N 3.70358 -0.33461 -0.57752
C -0.76669 0.93343 0.51137
C 2.60509 -0.24780 -0.27114
C -1.20594 -0.44709 -0.24467
C 0.00347 -0.06387 0.40657
H -1.35474 -0.60736 -1.30596
H -1.84802 -1.01977 0.46464
H -1.13675 1.78707 1.01672
*
```

=====

Record 8
The following is a DFT calculation (wB97M-V/def2-TZVPD) of an isolated molecule of C4H3N.

## Properties
LUMO (spin up / spin down)   -0.04791 / -0.04841 hartree
ΔE to the lowest compared entry with this formula, charge and spin   417.61 kJ/mol
Highest occupied orbital energy (spin up / spin down)   -8.4 / -8.4 eV

Geometry as ORCA input:
```
! wB97M-V def2-TZVPD RIJCOSX def2/J DEFGRID3
* xyz 0 1
N -0.86048 -0.71873 -0.05451
C 0.40987 1.00543 0.02740
C 0.72650 -1.02695 0.03759
C 1.44787 0.10958 -0.04000
C -0.89533 0.61976 -0.02728
H -1.78797 1.21940 -0.02143
H -1.55136 -1.42233 0.11173
H 2.51091 0.21383 -0.03351
*
```